Entry 1:
The following is a DFT calculation (wB97M-V/def2-TZVPD) of a 2-piece molecular cluster, C36H36N2O4 overall.

Summary:
E_LUMO   -2.408 eV
Gap between HOMO and LUMO   4.4 eV

Cartesian coordinates (Å):
C (-6.9266, 2.4300, 0.2670)
C (-5.4299, 2.5787, 0.5170)
N (-4.7391, 2.5480, -0.7758)
C (-3.3662, 2.2291, -0.7675)
C (-2.3605, 3.2120, -0.7835)
C (-1.0318, 2.8384, -0.7901)
C (-0.6324, 1.4716, -0.8676)
C (0.7473, 1.1264, -0.9106)
C (1.3348, -0.0496, -1.4531)
C (0.7070, -0.8716, -2.4335)
C (1.3323, -2.0039, -2.9373)
C (2.5735, -2.4188, -2.4200)
N (3.2003, -3.6265, -2.7752)
C (3.0829, -4.6954, -1.7752)
C (4.0537, -5.8215, -2.0985)
O (3.9156, -6.2485, -3.4549)
C (4.1522, -5.1747, -4.3694)
C (3.1369, -4.0551, -4.1739)
C (3.2264, -1.6022, -1.4711)
C (2.6573, -0.4221, -1.0627)
C (-1.6672, 0.4946, -0.8403)
C (-2.9922, 0.8674, -0.7586)
C (-5.2210, 3.5358, -1.7437)
C (-6.7200, 3.3190, -1.9162)
O (-7.4011, 3.4074, -0.6616)
H (-7.1111, 1.3985, -0.0919)
H (-7.4952, 2.6337, 1.1851)
H (-5.2504, 3.5509, 1.0218)
H (-5.0590, 1.7589, 1.1455)
H (-2.6567, 4.2612, -0.7465)
H (-0.2607, 3.6038, -0.7562)
H (1.4407, 1.8545, -0.4849)
H (-0.2673, -0.5793, -2.8182)
H (0.8493, -2.6148, -3.6995)
H (3.3031, -4.2787, -0.7841)
H (2.0541, -5.1120, -1.7902)
H (5.0784, -5.4663, -1.8763)
H (3.8047, -6.7130, -1.5070)
H (5.1651, -4.7442, -4.2473)
H (4.0347, -5.6360, -5.3588)
H (2.1241, -4.4239, -4.4217)
H (3.3975, -3.2023, -4.8150)
H (4.2068, -1.9156, -1.1177)
H (3.2204, 0.2335, -0.4091)
H (-1.3876, -0.5553, -0.8735)
H (-3.7890, 0.1245, -0.7415)
H (-5.0383, 4.5612, -1.3705)
H (-4.7087, 3.3782, -2.7013)
H (-7.1644, 4.1202, -2.5222)
H (-6.8681, 2.3316, -2.3956)
C (-3.2655, 2.6673, 4.2857)
C (-2.4603, 1.5689, 4.5942)
C (-1.2020, 1.4211, 3.9963)
C (-0.7184, 2.3712, 3.0826)
C (0.6232, 2.2987, 2.3753)
C (1.4180, 1.1348, 2.6168)
C (2.7173, 0.9613, 2.0516)
C (3.4246, -0.3563, 2.3297)
C (2.9450, -1.3791, 3.1644)
C (3.6605, -2.5732, 3.3329)
C (4.8628, -2.7834, 2.6520)
C (5.3529, -1.7725, 1.8137)
C (4.6498, -0.5778, 1.6731)
O (3.2854, 1.7892, 1.3092)
O (0.9353, 3.2308, 1.6091)
C (-1.5372, 3.4769, 2.7948)
C (-2.7970, 3.6238, 3.3723)
H (-4.2446, 2.7804, 4.7546)
H (-2.7926, 0.8118, 5.3072)
H (-0.5862, 0.5614, 4.2478)
H (1.0505, 0.3863, 3.3035)
H (1.9988, -1.2431, 3.6830)
H (3.2595, -3.3365, 4.0023)
H (5.4118, -3.7188, 2.7731)
H (6.2844, -1.9066, 1.2662)
H (5.0531, 0.1972, 1.0238)
H (-1.1827, 4.2345, 2.0986)
H (-3.4009, 4.4936, 3.1192)

Entry 2:
The following is a DFT calculation (wB97M-V/def2-TZVPD) of C36H36N8O4S2W as an isolated structure.

Summary:
E_LUMO (alpha / beta)   -0.002 / -0.773 eV
2S+1   3
Gap between HOMO and LUMO (alpha / beta)   6.8 / 6.7 eV
Energy relative to the best compared isomer or geometry (same formula, charge and spin)   95.3 kcal per mole
Expectation value of S²   2.0200

Cartesian coordinates (Å):
W (0.1697, -0.1840, 0.4689)
C (-2.3960, -3.5446, 2.8051)
O (-2.8945, -2.3213, 3.3267)
C (-3.2767, -1.3654, 2.4293)
C (-4.4705, -0.7068, 2.6743)
C (-4.9414, 0.2799, 1.8174)
C (-4.2247, 0.5936, 0.6754)
C (-3.0101, -0.0404, 0.4389)
C (-2.2520, 0.2480, -0.8085)
N (-1.2341, 1.0294, -0.8261)
N (-0.7069, 1.3547, -2.0735)
C (0.5668, 1.0986, -2.1262)
O (1.2280, 0.4818, -1.1984)
C (1.3177, 1.4878, -3.3446)
C (0.7626, 2.3543, -4.2819)
C (1.4965, 2.7292, -5.3953)
C (2.7830, 2.2384, -5.5808)
C (3.3329, 1.3660, -4.6526)
C (2.6018, 0.9898, -3.5360)
C (-2.4950, -0.9999, 1.3195)
O (-1.2860, -1.5270, 1.0879)
H (-2.5808, -4.2999, 3.5668)
H (-1.3288, -3.4807, 2.5962)
H (-2.9283, -3.8215, 1.8892)
H (-5.0257, -0.9916, 3.5588)
H (-5.8738, 0.7832, 2.0336)
H (-4.5879, 1.3361, -0.0243)
H (-2.6008, -0.1864, -1.7489)
H (-0.2386, 2.7305, -4.1208)
H (1.0654, 3.4093, -6.1186)
H (3.3543, 2.5372, -6.4504)
H (4.3330, 0.9781, -4.7976)
H (3.0080, 0.3068, -2.8016)
C (-1.2099, 2.8786, 1.4377)
C (-0.1662, 1.9087, 1.8575)
N (0.9561, 1.7451, 1.1447)
N (2.1306, 1.7635, 1.8848)
C (3.0799, 0.9229, 1.7823)
S (3.2652, -0.6797, 1.1652)
S (4.6586, 1.3957, 2.4500)
C (5.1762, 2.5879, 1.1457)
C (4.2037, 3.7021, 0.9004)
C (4.0452, 4.7233, 1.8342)
C (3.1174, 5.7278, 1.6235)
C (2.3357, 5.7245, 0.4727)
C (2.4912, 4.7137, -0.4618)
C (3.4216, 3.7057, -0.2455)
C (-0.2067, 1.1474, 3.1085)
C (-0.6026, 1.4842, 4.3937)
C (-0.5455, 0.4872, 5.3559)
C (-0.1373, -0.8007, 5.0050)
C (0.1805, -1.1248, 3.6911)
C (0.1521, -0.1381, 2.7168)
O (1.8167, -1.2781, 0.8377)
H (-1.0772, 3.7417, 2.1033)
H (-2.2159, 2.4892, 1.5895)
H (-1.0615, 3.2114, 0.4152)
H (5.3610, 2.0205, 0.2354)
H (6.1271, 2.9696, 1.5194)
H (4.6399, 4.7110, 2.7404)
H (2.9993, 6.5159, 2.3567)
H (1.6088, 6.5099, 0.3077)
H (1.8856, 4.7007, -1.3595)
H (3.5199, 2.9043, -0.9683)
H (-0.9236, 2.4877, 4.6468)
H (-0.8184, 0.7094, 6.3793)
H (-0.0862, -1.5670, 5.7693)
H (0.4537, -2.1428, 3.4353)
C (-2.8502, -5.1500, -1.4335)
C (-1.8961, -5.4948, -2.5741)
C (-2.2732, -4.7568, -3.8544)
C (-0.4347, -5.2541, -2.1916)
N (-0.1448, -3.8513, -1.9220)
C (-0.3569, -3.1261, -0.8311)
N (0.0007, -1.8906, -1.0926)
N (0.4447, -1.8755, -2.3708)
N (0.3509, -3.0394, -2.8765)
H (-3.8687, -5.4389, -1.6924)
H (-2.8631, -4.0752, -1.2351)
H (-2.5815, -5.6675, -0.5096)
H (-1.9631, -6.5717, -2.7582)
H (-2.2351, -3.6750, -3.7111)
H (-3.2889, -5.0156, -4.1539)
H (-1.5997, -5.0051, -4.6755)
H (0.2339, -5.5433, -3.0003)
H (-0.1688, -5.8208, -1.2992)
H (-0.7475, -3.4700, 0.1092)

Entry 3:
The following is a DFT calculation (wB97M-V/def2-TZVPD) of C36H36N8O9S2SeW as an isolated structure at a distorted geometry.

Summary:
E_LUMO (alpha / beta)   -1.999 / -2.645 eV
2S+1   3
Gap between HOMO and LUMO (alpha / beta)   5.0 / 4.4 eV
Expectation value of S²   2.0238

Cartesian coordinates (Å):
W (-0.5645, 1.1120, -0.1647)
O (3.5534, 0.9877, -1.2619)
C (2.3403, 0.9749, -1.2130)
N (1.5367, 1.0061, -0.0503)
C (2.1961, 0.9026, 1.1972)
O (3.3932, 0.8234, 1.3881)
C (1.2112, 0.9232, 2.2766)
C (1.6486, 0.9507, 3.5983)
C (0.7442, 1.0019, 4.6285)
C (-0.6231, 0.9930, 4.2834)
C (-1.0046, 0.9561, 2.9724)
N (-0.1357, 0.9550, 1.9096)
C (1.4709, 0.9532, -2.3892)
C (1.9911, 1.0529, -3.6762)
C (1.1399, 1.0470, -4.7559)
C (-0.2273, 0.8195, -4.5036)
C (-0.6881, 0.7234, -3.2224)
N (0.1078, 0.8808, -2.1140)
H (2.7165, 0.9350, 3.7501)
H (1.0550, 1.0358, 5.6582)
H (-1.3782, 1.0201, 5.0526)
H (-2.0592, 0.9334, 2.7199)
H (3.0628, 1.1387, -3.7792)
H (1.4988, 1.1974, -5.7579)
H (-0.9164, 0.7348, -5.3273)
H (-1.7349, 0.5128, -3.0233)
O (-3.6087, 8.9351, -0.4071)
S (-2.7135, 10.0610, -0.5588)
O (-2.8638, 11.1133, 0.4201)
O (-2.4370, 10.4705, -1.9226)
C (-1.0477, 9.3409, -0.1399)
N (-0.0714, 10.1699, 0.1333)
C (1.1136, 9.6158, 0.3623)
C (1.2918, 8.2404, 0.3918)
C (0.1688, 7.4476, 0.1195)
N (-0.9952, 8.0434, -0.1924)
C (0.1295, 6.0022, 0.1659)
C (1.2509, 5.1554, 0.1794)
C (1.0925, 3.7959, 0.1688)
N (-0.1217, 3.1474, 0.1569)
C (-1.2067, 3.9935, 0.2460)
C (-1.1223, 5.3552, 0.2229)
H (1.9249, 10.3041, 0.5565)
H (2.2448, 7.8077, 0.6461)
H (2.2532, 5.5523, 0.1837)
H (1.9801, 3.1740, 0.1848)
H (-2.1816, 3.5239, 0.3476)
H (-2.0108, 5.9681, 0.2416)
C (-2.8395, -5.9118, -2.0959)
C (-1.8931, -4.7202, -2.1753)
C (-2.4143, -3.4722, -1.4662)
C (-2.4711, -3.5793, 0.0609)
N (-1.1990, -3.9306, 0.6534)
C (-0.0903, -3.1474, 0.6531)
Se (0.1241, -1.3348, -0.0510)
N (0.9130, -3.8098, 1.2807)
C (2.2387, -3.2897, 1.5371)
C (3.0979, -3.0768, 0.2894)
C (3.4742, -4.3390, -0.4800)
C (2.3085, -4.9312, -1.2648)
C (0.4455, -5.0373, 1.6910)
C (1.0555, -6.0841, 2.3720)
C (0.2917, -7.2031, 2.6453)
C (-1.0437, -7.2828, 2.2536)
C (-1.6621, -6.2482, 1.5761)
C (-0.9044, -5.1180, 1.2908)
H (-2.4616, -6.7231, -2.7120)
H (-3.8279, -5.6403, -2.4585)
H (-2.9310, -6.2811, -1.0790)
H (-1.7441, -4.4660, -3.2255)
H (-0.9191, -4.9911, -1.7642)
H (-3.4237, -3.2416, -1.8086)
H (-1.7765, -2.6260, -1.7260)
H (-3.1973, -4.3331, 0.3683)
H (-2.7782, -2.6062, 0.4582)
H (2.7340, -3.9786, 2.2230)
H (2.1144, -2.3185, 2.0255)
H (4.0002, -2.5660, 0.6238)
H (2.5676, -2.4011, -0.3817)
H (3.8882, -5.0878, 0.1979)
H (4.2596, -4.0630, -1.1846)
H (1.6049, -5.4391, -0.6124)
H (2.6729, -5.6552, -1.9892)
H (1.7799, -4.1407, -1.7935)
H (2.0878, -6.0342, 2.6781)
H (0.7371, -8.0326, 3.1718)
H (-1.6067, -8.1743, 2.4834)
H (-2.6983, -6.3306, 1.2898)
O (-4.3022, 1.1847, -0.9300)
S (-2.9154, 1.1936, -0.6924)
O (-2.0522, 2.1359, -1.4377)
O (-2.4476, 1.4497, 0.7134)
O (-2.2039, -0.1037, -0.9120)

Entry 4:
The following is a DFT calculation (wB97M-V/def2-TZVPD) of C36H36NO2PtSeSi as an isolated structure.

Summary:
E_LUMO (alpha / beta)   -2.318 / -6.007 eV
2S+1   5
Gap between HOMO and LUMO (alpha / beta)   9.0 / 5.3 eV
Total charge   +1
Energy relative to the best compared isomer or geometry (same formula, charge and spin)   4.3 kcal per mole
Expectation value of S²   6.0203

Cartesian coordinates (Å):
Pt (0.0830, -0.0104, 1.0367)
O (-1.0866, 1.4246, 0.3595)
C (-2.1960, 1.2679, -0.5130)
C (-2.7786, -0.1624, -0.3962)
C (-1.9174, -1.2481, -0.9601)
C (-2.2813, -1.9750, -2.0818)
C (-1.4423, -2.9717, -2.5485)
C (-0.2567, -3.2301, -1.8845)
C (0.0679, -2.4771, -0.7697)
C (1.3573, -2.6500, -0.0329)
C (2.3431, -1.5029, -0.3418)
O (1.8204, -0.2594, 0.1004)
C (2.5459, -1.4635, -1.8534)
C (3.3212, -2.4448, -2.4658)
C (3.4239, -2.4951, -3.8469)
C (2.7510, -1.5648, -4.6302)
C (1.9806, -0.5860, -4.0228)
C (1.8766, -0.5354, -2.6380)
C (3.6569, -1.6448, 0.4253)
C (3.7952, -2.4575, 1.5444)
C (4.9962, -2.4938, 2.2425)
C (6.0626, -1.7080, 1.8368)
C (5.9268, -0.8842, 0.7258)
C (4.7331, -0.8535, 0.0265)
N (-0.7601, -1.5143, -0.3374)
C (-1.7500, 1.5651, -1.9423)
C (-0.5276, 2.1779, -2.1850)
C (-0.1271, 2.4613, -3.4859)
C (-0.9439, 2.1362, -4.5566)
C (-2.1726, 1.5323, -4.3215)
C (-2.5715, 1.2522, -3.0243)
C (-3.2583, 2.2527, -0.0126)
C (-3.7342, 2.1103, 1.2876)
C (-4.6909, 2.9727, 1.7937)
C (-5.1869, 4.0006, 1.0010)
C (-4.7134, 4.1545, -0.2908)
C (-3.7520, 3.2862, -0.7968)
H (-3.7567, -0.1944, -0.8733)
H (-2.9386, -0.3576, 0.6673)
H (-3.2144, -1.7516, -2.5787)
H (-1.7097, -3.5414, -3.4285)
H (0.4294, -3.9915, -2.2283)
H (1.8197, -3.5960, -0.3116)
H (1.1493, -2.6774, 1.0384)
H (3.8589, -3.1650, -1.8585)
H (4.0348, -3.2572, -4.3132)
H (2.8343, -1.6023, -5.7083)
H (1.4507, 0.1439, -4.6218)
H (1.2692, 0.2287, -2.1729)
H (2.9838, -3.0871, 1.8842)
H (5.0959, -3.1441, 3.1017)
H (6.9978, -1.7384, 2.3800)
H (6.7549, -0.2674, 0.4027)
H (4.6299, -0.2122, -0.8400)
H (0.1099, 2.4449, -1.3535)
H (0.8268, 2.9444, -3.6569)
H (-0.6338, 2.3615, -5.5686)
H (-2.8252, 1.2878, -5.1496)
H (-3.5464, 0.8088, -2.8574)
H (-3.3465, 1.3200, 1.9141)
H (-5.0523, 2.8454, 2.8067)
H (-5.9350, 4.6772, 1.3921)
H (-5.0867, 4.9566, -0.9139)
H (-3.3854, 3.4297, -1.8038)
C (-0.7328, -0.5934, 6.4065)
Si (-0.4808, 0.5217, 4.9459)
C (1.0151, 1.6185, 5.0608)
C (-2.0154, 1.3732, 4.3532)
Se (0.2164, -1.0329, 3.2736)
H (-0.9984, 0.0029, 7.2835)
H (0.1742, -1.1515, 6.6419)
H (-1.5410, -1.3049, 6.2309)
H (0.8748, 2.3266, 5.8824)
H (1.1605, 2.1918, 4.1444)
H (1.9214, 1.0477, 5.2660)
H (-2.3744, 2.0648, 5.1199)
H (-2.8149, 0.6581, 4.1505)
H (-1.8138, 1.9501, 3.4508)

Entry 5:
The following is a DFT calculation (wB97M-V/def2-TZVPD) of C36H37As2NO5PtS as an isolated structure at a distorted geometry.

Summary:
E_LUMO   -0.508 eV
Gap between HOMO and LUMO   7.4 eV
Energy relative to the best compared isomer or geometry (same formula, charge and spin)   107.6 kcal per mole

Cartesian coordinates (Å):
Pt (-0.2416, -0.1138, 0.1800)
N (-2.4113, 3.7664, 0.6023)
C (-1.6556, 2.6679, 0.3711)
O (-2.1620, 1.5510, 0.3118)
C (-0.1713, 2.8816, 0.1528)
C (0.6632, 1.7213, 0.7305)
H (-3.4072, 3.6535, 0.6891)
H (-2.0131, 4.6876, 0.6060)
H (0.1593, 3.8458, 0.5552)
H (-0.0517, 2.8979, -0.9295)
H (0.5594, 1.8737, 1.7910)
H (1.6979, 1.7277, 0.4181)
C (-1.7694, -1.3946, 3.2372)
C (-1.7315, -2.6819, 2.4275)
As (-1.3974, -2.2107, 0.5452)
C (-3.2354, -1.7268, 0.0340)
C (-3.5069, -1.1556, -1.2103)
C (-4.8102, -0.8245, -1.5551)
C (-5.8574, -1.0502, -0.6756)
C (-5.5972, -1.6174, 0.5613)
C (-4.2966, -1.9553, 0.9108)
C (-1.1212, -3.9030, -0.2982)
C (-2.0289, -4.4054, -1.2194)
C (-1.8028, -5.6553, -1.7794)
C (-0.6784, -6.3883, -1.4291)
C (0.2331, -5.8761, -0.5154)
C (0.0165, -4.6282, 0.0477)
As (-0.2143, -0.3526, 2.6733)
C (0.2117, 0.7542, 4.2427)
C (0.5151, 2.1131, 4.2048)
C (0.8166, 2.8054, 5.3714)
C (0.8135, 2.1573, 6.5943)
C (0.4962, 0.8080, 6.6472)
C (0.1945, 0.1178, 5.4847)
C (1.1927, -1.7064, 2.8411)
C (2.1606, -1.7743, 1.8434)
C (3.1693, -2.7290, 1.8993)
C (3.2169, -3.6301, 2.9502)
C (2.2536, -3.5740, 3.9500)
C (1.2518, -2.6172, 3.8961)
H (-1.7331, -1.5585, 4.3146)
H (-2.6619, -0.8024, 3.0251)
H (-2.6198, -3.3021, 2.5179)
H (-0.8896, -3.2959, 2.7465)
H (-2.6956, -0.9456, -1.8899)
H (-4.9954, -0.3751, -2.5221)
H (-6.8705, -0.7853, -0.9510)
H (-6.4032, -1.8023, 1.2603)
H (-4.1400, -2.4006, 1.8822)
H (-2.9032, -3.8323, -1.4963)
H (-2.5085, -6.0524, -2.4971)
H (-0.5073, -7.3596, -1.8747)
H (1.1150, -6.4433, -0.2477)
H (0.7337, -4.2213, 0.7533)
H (0.5289, 2.6676, 3.2811)
H (1.0541, 3.8594, 5.3141)
H (1.0496, 2.6984, 7.5009)
H (0.4799, 0.2866, 7.5953)
H (-0.0579, -0.9281, 5.5678)
H (2.1236, -1.0858, 1.0073)
H (3.9095, -2.7667, 1.1109)
H (3.9974, -4.3788, 2.9906)
H (2.2769, -4.2800, 4.7700)
H (0.5012, -2.6172, 4.6753)
O (-0.7899, -1.0610, -1.3136)
C (3.4721, 5.5855, -5.6922)
C (2.6988, 4.4616, -5.0575)
C (1.4244, 4.6694, -4.5381)
C (0.7018, 3.6253, -3.9784)
C (1.2523, 2.3540, -3.9252)
C (2.5170, 2.1264, -4.4469)
C (3.2309, 3.1752, -5.0058)
S (0.3236, 1.0096, -3.1999)
O (0.8939, -0.2057, -3.7322)
O (-1.0686, 1.2904, -3.4923)
O (0.6210, 1.2117, -1.7565)
H (3.0219, 6.5515, -5.4633)
H (3.4976, 5.4794, -6.7790)
H (4.5054, 5.6020, -5.3419)
H (0.9886, 5.6616, -4.5832)
H (-0.2982, 3.7836, -3.5936)
H (2.9227, 1.1237, -4.4136)
H (4.2184, 2.9928, -5.4162)